No. 1
Molecular formula: C4H9N
Method: DFT, the ωB97M-V functional and the def2-TZVPD basis

Output
- HOMO-LUMO gap: 0.39177 Ha
- Total charge: 0
- Electronic energy: -212.4553 hartree
- SMILES string: C=NC.C=C
- Largest force on an atom: 2.75 eV/A
- ΔE to the lowest compared entry with this formula, charge and spin: 60.2 kcal per mole

Atoms and positions in Å:
C 0.97 -5.33 -4.68
C 1.36 -6.04 -3.62
H 1.07 -5.48 -5.75
H 0.26 -4.51 -4.59
H 2.23 -6.70 -3.66
H 1.14 -5.55 -2.66
C 0.29 3.59 3.25
C -1.77 3.78 2.08
N -1.04 4.11 3.06
H 0.74 3.87 4.25
H 0.96 3.56 2.39
H 0.22 2.52 3.46
H -2.63 4.41 1.91
H -1.55 3.12 1.19

Atom charges from the Mulliken analysis, given in e for atoms 1 to 8: -0.450 -0.449 0.252 0.187 0.249 0.211 -0.771 -0.224

No. 2
Molecular formula: H4NO2PS
Method: DFT, the ωB97M-V functional and the def2-TZVPD basis

Output
- HOMO-LUMO gap: 0.34647 Ha
- Total charge: 0
- Electronic energy: -947.0853 hartree
- SMILES string: NS(=O)(=O)P
- Largest force on an atom: 3.50 eV/A
- ΔE to the lowest compared entry with this formula, charge and spin: 114.8 kcal per mole

Atoms and positions in Å:
N -1.31 0.87 -0.64
O 0.79 0.69 1.37
O 1.60 0.85 -0.96
P 0.52 -1.90 -0.13
S 0.68 0.31 -0.01
H -1.64 1.39 0.17
H -1.10 1.54 -1.37
H -0.72 -1.78 0.47
H 1.17 -1.98 1.11

Atom charges from the Mulliken analysis, given in e for atoms 1 to 8: -0.640 -0.496 -0.509 -0.029 0.879 0.267 0.268 0.130

No. 3
Molecular formula: C24H35BrCaN9
Method: DFT, the ωB97M-V functional and the def2-TZVPD basis

Output
- HOMO-LUMO gap: 0.30011 Ha
- Total charge: +1
- Electronic energy: -4679.8299 hartree
- Largest force on an atom: 0.86 eV/A
- ΔE to the lowest compared entry with this formula, charge and spin: 8.1 kcal per mole

Atoms and positions in Å:
Ca -0.18 0.06 -0.33
C 0.79 2.77 2.11
N 0.61 3.87 3.04
C -0.53 3.57 3.90
N -1.76 3.36 3.12
C -1.54 2.27 2.19
N -0.41 2.53 1.27
C -0.71 3.80 0.56
N -0.91 4.92 1.46
C 0.30 5.09 2.27
C -2.03 4.59 2.36
H 1.00 1.86 2.67
H 1.64 2.99 1.45
H -0.69 4.39 4.59
H -0.32 2.66 4.47
H -2.45 2.12 1.60
H -1.32 1.36 2.75
H -1.61 3.66 -0.04
H 0.13 4.04 -0.10
H 0.14 5.91 2.97
H 1.14 5.33 1.62
H -2.94 4.45 1.77
H -2.18 5.41 3.05
Br 2.03 -2.88 5.64
C 1.37 -1.97 4.12
C 0.02 -2.06 3.80
C -0.44 -1.42 2.65
C 0.39 -0.68 1.78
C 1.74 -0.64 2.17
C 2.24 -1.26 3.31
H -0.65 -2.62 4.44
H -1.50 -1.53 2.43
H 2.47 -0.11 1.55
H 3.29 -1.20 3.57
C 2.39 -5.31 -0.41
C 1.75 -4.48 0.68
N 1.23 -3.25 0.10
C 0.76 -3.12 -1.16
N 0.16 -1.98 -1.49
C -0.40 -1.92 -2.85
C 0.49 -2.63 -3.86
C 0.58 -4.07 -3.42
N 0.99 -4.14 -2.03
C 1.39 -5.46 -1.53
H 2.69 -6.28 -0.02
H 3.29 -4.80 -0.78
H 2.47 -4.20 1.45
H 0.95 -5.05 1.16
H 0.90 -2.54 0.74
H -0.51 -0.87 -3.14
H -1.40 -2.37 -2.88
H 1.48 -2.17 -3.85
H 0.07 -2.56 -4.87
H 1.32 -4.61 -4.02
H -0.38 -4.57 -3.56
H 1.81 -6.02 -2.36
H 0.51 -6.01 -1.17
N 0.46 2.73 -2.64
C -0.72 2.16 -3.06
C -1.18 2.32 -4.38
C -2.34 1.68 -4.75
C -3.04 0.91 -3.82
C -2.53 0.82 -2.55
N -1.38 1.42 -2.17
H 0.85 3.45 -3.23
H 0.53 2.91 -1.66
H -0.63 2.94 -5.07
H -2.72 1.78 -5.76
H -3.96 0.40 -4.08
H -3.03 0.23 -1.79

Atom charges from the Mulliken analysis, given in e for atoms 1 to 8: 1.874 -0.918 0.075 -0.694 0.062 -0.854 1.271 -1.016

No. 4
Molecular formula: C5H7N2S
Method: DFT, the ωB97M-V functional and the def2-TZVPD basis

Output
- HOMO-LUMO gap: 0.30895 Ha
- Total charge: +1
- Electronic energy: -702.0405 hartree
- SMILES string: S=C=CC/[NH+]=C1/CN1
- Largest force on an atom: 4.88 eV/A
- ΔE to the lowest compared entry with this formula, charge and spin: 82.7 kcal per mole

Atoms and positions in Å:
C 1.15 -0.39 -0.17
C -2.20 0.94 1.29
C 2.63 -0.34 0.18
C -1.38 -0.23 -0.58
C -2.00 1.00 0.00
N 1.98 0.09 -1.07
N -0.04 -0.61 0.10
S -2.42 1.00 2.87
H 2.98 0.46 0.76
H 3.15 -1.24 0.21
H -1.94 -1.12 -0.28
H -1.37 -0.19 -1.67
H -2.39 1.73 -0.61
H -0.32 -1.10 1.00
H 2.18 0.00 -2.04

Atom charges from the Mulliken analysis, given in e for atoms 1 to 8: 0.368 -0.058 -0.324 -0.551 -0.063 -0.261 -0.155 -0.204

No. 5
Molecular formula: C4H13NO3
Method: DFT, the ωB97M-V functional and the def2-TZVPD basis

Output
- HOMO-LUMO gap: 0.27665 Ha
- Total charge: 0
- Electronic energy: -440.4731 hartree
- Largest force on an atom: 5.13 eV/A
- ΔE to the lowest compared entry with this formula, charge and spin: 151.9 kcal per mole

Atoms and positions in Å:
C 0.28 0.27 -1.97
C 0.57 0.37 -0.59
N 0.25 -0.69 0.38
C -0.28 -1.90 -0.24
C 1.37 -0.80 1.24
O 0.87 1.46 -0.05
H 0.83 0.88 -2.63
H -0.32 -0.59 -2.41
H 1.84 -1.07 -1.35
H -0.73 -2.65 0.52
H -1.12 -1.66 -0.96
H 0.49 -2.47 -0.93
H 2.09 -1.78 1.12
H 1.02 -0.96 2.36
H 1.99 0.10 1.17
H -0.96 2.91 0.95
H -0.51 2.70 -0.36
O -1.14 3.29 0.09
H -2.60 1.56 1.28
H -1.60 0.43 0.90
O -2.34 0.59 1.46

Atom charges from the Mulliken analysis, given in e for atoms 1 to 8: -0.720 0.568 0.133 -0.912 -1.034 -0.768 0.372 0.225

No. 6
Molecular formula: C24H25BrFN3OPtSe
Method: DFT, the ωB97M-V functional and the def2-TZVPD basis

Output
- HOMO-LUMO gap: 0.25891 Ha
- Total charge: 0
- Electronic energy: -6363.6821 hartree
- Largest force on an atom: 1.14 eV/A
- ΔE to the lowest compared entry with this formula, charge and spin: 39.7 kcal per mole

Atoms and positions in Å:
Pt -0.35 -0.17 0.99
O 5.51 1.86 0.58
C 4.31 1.37 0.23
C 4.02 0.01 0.18
C 2.73 -0.36 -0.17
N 1.75 0.51 -0.45
C 2.08 1.78 -0.44
Br 0.75 3.04 -0.92
C 3.32 2.29 -0.10
H 6.12 1.14 0.78
H 4.76 -0.74 0.40
H 2.46 -1.41 -0.21
H 3.52 3.35 -0.08
C -2.77 1.82 -0.39
C -3.11 0.50 0.18
N -2.26 -0.48 0.45
C -3.01 -1.54 0.96
C -4.31 -1.20 0.97
N -4.36 0.09 0.47
H -2.01 1.70 -1.17
H -2.35 2.46 0.39
H -3.65 2.31 -0.82
H -2.54 -2.46 1.27
H -5.20 -1.74 1.28
H -5.19 0.64 0.33
F 0.90 -5.87 -0.71
C 0.59 -4.60 -0.36
C -0.15 -3.83 -1.24
C -0.47 -2.53 -0.88
C -0.05 -2.00 0.35
C 0.69 -2.82 1.20
C 1.02 -4.12 0.86
H -0.46 -4.25 -2.19
H -1.04 -1.91 -1.56
H 1.02 -2.42 2.16
H 1.59 -4.76 1.51
C -0.10 -0.78 8.32
C -0.06 -0.23 6.91
C 1.13 0.21 6.35
C 1.19 0.74 5.06
C 2.53 1.19 4.54
C 0.02 0.84 4.30
Se 0.13 1.71 2.57
C -1.20 0.40 4.86
C -2.49 0.51 4.10
C -1.21 -0.13 6.14
H 0.90 -0.89 8.73
H -0.59 -1.76 8.34
H -0.67 -0.13 8.98
H 2.05 0.13 6.92
H 3.33 0.76 5.14
H 2.63 2.28 4.56
H 2.67 0.89 3.50
H -2.35 0.26 3.05
H -2.88 1.53 4.13
H -3.24 -0.16 4.52
H -2.16 -0.47 6.56

Atom charges from the Mulliken analysis, given in e for atoms 1 to 8: 0.966 -0.544 1.015 -0.811 -0.237 -0.329 -0.075 -0.152

- Which value of electronic energy does entry 1 give?
  -212.4553 hartree

- Which value of HOMO-LUMO gap does entry 5 give?
  0.27665 Ha